# 1
A structure of composition C8H9N2O4, computed with wB97M-V/def2-TZVPD.

XYZ file:
```
23
Properties=species:S:1:pos:R:3:forces:R:3:nbo_charge:R:1
C 1.602627 1.240977 1.061118 -2.372 1.597 1.498 -0.5851
C 1.080757 1.239253 -0.350801 0.685 -1.802 0.441 -0.0946
C 1.180902 0.143554 -1.060684 0.735 -0.717 -0.562 0.1292
C -0.076566 -2.513391 0.300681 1.503 -0.634 0.860 0.8843
C 2.446068 0.392437 1.556539 0.849 0.177 -1.018 0.7423
C 0.395025 2.449450 -0.934853 4.150 -0.180 -0.079 -0.6411
C -1.977074 0.091941 0.727747 0.487 0.212 -4.226 -0.6077
C -2.166418 -1.336697 0.205179 -0.081 1.075 1.499 -0.2017
N -1.187099 -2.193420 0.735021 0.084 -0.765 0.273 -0.6308
N 1.191924 -0.981032 -1.688278 0.005 0.548 -0.512 0.3517
O 0.940444 -3.108610 0.517928 -0.698 0.494 -0.393 -0.6094
O 3.343271 -0.228831 1.908728 0.778 -1.042 0.875 -0.4509
O 2.009916 -1.359487 -2.611523 -0.565 0.598 1.328 -0.5684
O 0.138915 -1.734948 -1.423786 -0.503 -0.253 -0.582 -0.5785
H 1.036224 1.683152 1.978584 0.648 -0.328 -1.927 0.2475
H -0.419316 1.993143 -1.433953 -1.277 0.784 -0.537 0.2395
H 1.247565 2.844505 -1.641535 -2.153 -0.149 0.987 0.2184
H 0.336535 3.075999 -0.058454 -1.127 0.885 -0.333 0.2107
H -2.815522 0.685241 0.336121 0.150 0.188 0.521 0.1815
H -1.835303 0.119646 1.739475 -0.169 -0.048 2.741 0.1981
H -1.052922 0.468246 0.290541 -0.087 0.268 -0.019 0.2092
H -3.094491 -1.520643 0.683457 -1.229 -1.245 0.322 0.1618
H -2.325460 -1.450492 -0.837252 0.184 0.336 -1.158 0.1938
```
Positions in Å, forces in eV/Å.

**Kohn-Sham gap**: 7.5 eV
**Charge**: -1
**E**: -720.51709 a.u.
**Relative energy (zero: lowest compared OMol25 entry of this formula, charge and spin)**: 173.4 kcal/mol

# 2
The molecule C8H9N3O2S, computed with wB97M-V/def2-TZVPD.

XYZ file:
```
23
Properties=species:S:1:pos:R:3:forces:R:3:nbo_charge:R:1
C -1.559044 2.692879 -0.131611 0.391 0.139 -1.002 -0.6435
C -0.647971 1.490090 -0.068586 1.472 -0.306 0.978 -0.0491
C 0.708124 1.441783 -0.073936 -0.857 -0.653 -0.260 -0.2037
S 1.926473 2.636603 -0.297787 -0.019 1.217 0.274 0.5158
N 3.200911 1.569061 -0.235580 1.124 1.282 -0.558 -0.5592
C 2.846414 0.351099 -0.139462 0.898 1.211 -0.394 0.0524
C 1.468018 0.177415 0.017962 -2.171 -1.963 0.038 -0.2627
C 0.764454 -0.991075 0.140373 4.954 0.175 -0.159 0.3795
N 1.664315 -2.374580 0.288256 -2.438 2.814 -0.919 0.5582
O 1.087329 -3.292658 0.775802 -0.254 -1.124 0.868 -0.3552
O 2.757835 -2.345952 -0.177382 0.820 -0.289 -0.127 -0.3439
N -0.511118 -1.025221 0.254474 -2.723 -1.259 -0.518 -0.4065
C -1.328764 -2.206686 0.092904 -3.290 0.573 -2.227 -0.4144
C -1.331699 0.174730 0.194470 -0.894 1.162 -0.913 -0.2027
H -1.552723 3.149997 -1.143983 0.446 0.027 0.517 0.2295
H -1.379364 3.475688 0.623624 0.093 -0.391 -0.271 0.2345
H -2.585787 2.372764 -0.076121 -0.488 -0.219 0.496 0.2152
H 3.619764 -0.319720 -0.403393 0.302 -1.038 0.551 0.2370
H -0.989304 -3.081566 -0.503478 0.549 0.585 1.365 0.2480
H -1.847617 -2.316418 1.041944 0.181 -1.151 0.045 0.2170
H -2.241753 -1.895180 -0.626560 1.833 -0.313 1.412 0.1873
H -1.981427 0.257643 1.048028 -0.141 -0.110 1.074 0.1858
H -2.087073 0.059310 -0.599966 0.210 -0.370 -0.269 0.1806
```
Positions in Å, forces in eV/Å.

**Kohn-Sham gap (alpha / beta)**: 6.5 / 6.5 eV
**E**: -1022.98191 a.u.
**Relative energy (zero: lowest compared OMol25 entry of this formula, charge and spin)**: 94.6 kcal/mol
**SMILES**: CC1=c2sncc2=C([N+](=O)[O-])N(C)C1

# 3
A cluster of 2 separate species, C8H9N4 in total, computed with wB97M-V/def2-TZVPD.

XYZ file:
```
21
Properties=species:S:1:pos:R:3:forces:R:3:nbo_charge:R:1
C 1.406311 0.503497 2.735004 -0.123 -0.652 -0.413 -0.2784
C 0.554825 0.101621 1.984204 -0.385 -0.280 -0.189 -0.0052
C 0.236304 0.835107 -1.217437 -0.780 0.243 -0.842 0.1658
C 0.228231 -2.823864 -1.087030 3.609 -1.526 -0.729 -0.4160
C 0.714804 -1.599663 -0.896751 -4.697 -1.204 -0.153 -0.1716
C -1.489127 1.045604 1.127211 -0.567 -2.100 3.880 -0.6108
C -0.625357 -0.188019 1.201872 2.805 2.524 -3.089 -0.2354
C -0.213904 -0.478336 -0.834301 -0.766 1.120 3.446 -0.1801
N -0.619130 1.691305 -1.748525 0.181 1.968 -0.707 -0.4092
N 1.460009 1.286928 -1.220640 2.209 -0.211 -0.551 -0.3938
N 0.184490 2.764848 -2.116752 -1.357 -1.308 -0.326 -0.1685
N 1.412063 2.463884 -1.870044 -0.005 0.020 1.242 -0.1461
H 2.255545 0.619347 3.338527 0.442 0.368 0.344 0.2162
H 1.044378 -3.651265 -1.131291 -1.858 1.091 0.264 0.1749
H -0.709457 -3.014995 -1.496512 -1.606 -0.435 -0.359 0.1785
H 1.646873 -1.634415 -0.540874 3.696 1.167 1.036 0.2088
H -1.097491 1.740337 0.469105 0.735 1.745 -0.870 0.2524
H -2.414354 0.683948 0.785221 -1.588 0.051 -0.657 0.1961
H -1.629814 1.348966 2.235647 0.139 0.275 -1.868 0.1927
H -1.044909 -1.100603 1.362185 -1.315 -2.395 0.670 0.2025
H -1.300288 -0.594234 -1.078819 1.230 -0.462 -0.131 0.2273
```
Positions in Å, forces in eV/Å.

**Kohn-Sham gap**: 8.0 eV
**Charge**: -1
**E**: -529.11477 a.u.
**Relative energy (zero: lowest compared OMol25 entry of this formula, charge and spin)**: 29.8 kcal/mol